Entry from OMol25: a structure of composition C26H26BrIrN8O2P (wB97M-V/def2-TZVPD).

## Properties
total charge	+3
relative energy (zero: lowest compared OMol25 entry of this formula, charge and spin)	78.5	kcal/mol
strongest force on any atom	6.29	eV Å⁻¹
LUMO (spin up / spin down)	-11.23 / -11.23	eV
electronic energy	-4613.6324	Ha

Element x y z (Å)
Ir -0.0876 -0.0216 -0.2851
C 0.1878 -5.3246 1.6707
N -0.0066 -4.2780 0.7000
C -0.3330 -4.4502 -0.6017
C -0.4236 -3.2016 -1.1600
N -0.1544 -2.2776 -0.2063
C 0.0985 -2.9526 0.9234
P 0.5363 -2.2266 2.5534
C -0.8608 -1.0144 2.5800
N -1.3619 -0.3575 1.5323
C -2.4566 0.3108 1.9555
C -2.6350 0.0517 3.2888
N -1.6307 -0.7798 3.6646
C -1.4101 -1.3074 4.9855
C 1.8710 -1.1279 1.8943
N 1.8653 -0.4870 0.7242
C 3.0771 0.0883 0.5688
C 3.8443 -0.2119 1.6622
N 3.0778 -0.9752 2.4816
C 3.4708 -1.5203 3.7543
H 0.0283 -6.2947 1.2034
H -0.5174 -5.2190 2.4972
H 1.2027 -5.2966 2.0711
H -0.4760 -5.4161 -1.0408
H -0.6634 -2.9391 -2.1708
H -3.0546 0.8980 1.2893
H -3.3948 0.3931 3.9609
H -2.0987 -0.8421 5.6872
H -0.3858 -1.1157 5.3066
H -1.5763 -2.3848 5.0053
H 3.3313 0.6434 -0.3114
H 4.8558 0.0586 1.8889
H 4.4461 -1.1302 4.0361
H 3.5374 -2.6075 3.7053
H 2.7425 -1.2593 4.5230
C -0.6408 2.2121 -2.8061
O -0.2799 2.0766 -1.4300
C -0.0143 3.2200 -0.7495
C -0.0452 4.4858 -1.2892
C 0.2540 5.5856 -0.4737
Br 0.2325 7.3277 -1.2145
C 0.5701 5.4205 0.8723
C 0.6040 4.1555 1.4480
C 0.3169 2.9982 0.6384
O 0.3451 1.8164 1.1008
C 0.9230 3.9632 2.8390
N 1.0046 2.7598 3.4315
C 1.3272 2.9166 4.7587
C 1.5322 2.0201 5.8015
C 1.8481 2.5614 7.0333
C 1.9614 3.9450 7.2366
C 1.7623 4.8443 6.2107
C 1.4434 4.3111 4.9687
N 1.1849 4.9068 3.7563
H -1.5405 2.8276 -2.9008
H -0.8439 1.2123 -3.1896
H 0.1825 2.6606 -3.3705
H -0.2906 4.6621 -2.3238
H 0.7920 6.3017 1.4521
H 0.8291 1.9097 2.8983
H 1.4507 0.9537 5.6642
H 2.0132 1.9044 7.8713
H 2.2096 4.3121 8.2208
H 1.8487 5.9079 6.3643
H 1.1892 5.9027 3.5976